{"formula": "C22H50CoP2Si2", "method": "ωB97M-V/def2-TZVPD", "e_homo_ev": [-4.119, -6.340], "mol_weight_g_mol": 491.69, "charge": 0, "orbital_gap_ev": [4.2, 6.4], "e_tot_ha": -3512.51578, "spin_multiplicity": 4, "e_lumo_ev": [0.087, 0.085], "species": ["P", "P", "C", "C", "H", "H", "H", "H", "C", "H", "H", "H", "C", "H", "H", "H", "C", "H", "H", "H", "C", "H", "H", "H", "Co", "C", "C", "C", "C", "C", "C", "C", "C", "C", "H", "H", "H", "H", "H", "H", "H", "H", "H", "H", "H", "H", "H", "H", "H", "C", "Si", "C", "C", "C", "Si", "C", "C", "C", "H", "H", "H", "H", "H", "H", "H", "H", "H", "H", "H", "H", "H", "H", "H", "H", "H", "H", "H"], "positions_angstrom": [[0.056, -2.968, -0.459], [0.021, 2.699, 0.917], [0.507, 0.253, -0.869], [0.658, 1.771, -0.609], [1.472, -0.258, -0.775], [-0.187, -0.227, -0.169], [1.715, 2.055, -0.654], [0.204, 2.317, -1.454], [-1.662, 3.070, 0.374], [-2.352, 3.207, 1.215], [-2.028, 2.275, -0.291], [-1.601, 4.008, -0.198], [0.811, 4.291, 1.192], [0.302, 5.039, 0.568], [1.877, 4.285, 0.930], [0.707, 4.607, 2.241], [-1.012, -4.430, -0.720], [-1.093, -5.017, 0.199], [-0.588, -5.027, -1.532], [-1.995, -4.058, -1.027], [1.730, -3.728, -0.546], [2.460, -2.930, -0.739], [1.753, -4.423, -1.392], [1.978, -4.251, 0.387], [0.182, -0.653, -2.791], [0.456, 0.656, -4.034], [-0.924, 0.569, -3.588], [-1.958, -0.114, -4.456], [-1.593, -1.610, -4.697], [-0.627, -2.085, -3.628], [0.809, -2.011, -3.859], [1.315, -1.453, -5.169], [0.895, 0.039, -5.351], [-0.159, -2.678, 1.337], [1.065, 1.506, -3.692], [-1.326, 1.356, -2.941], [-2.111, 0.415, -5.410], [-2.923, -0.080, -3.926], [-2.515, -2.209, -4.612], [-1.190, -1.771, -5.712], [-1.017, -2.901, -3.009], [1.465, -2.761, -3.399], [0.997, -2.069, -6.016], [2.405, -1.487, -5.143], [1.772, 0.611, -5.689], [0.112, 0.153, -6.116], [-0.075, -1.605, 1.551], [0.617, -3.215, 1.886], [-1.155, -3.023, 1.634], [-2.702, 2.106, 3.794], [-1.610, 0.828, 2.937], [-1.425, -0.599, 4.146], [-2.566, 0.086, 1.490], [0.003, 1.806, 2.496], [1.740, 1.185, 3.079], [1.773, -0.367, 4.122], [2.888, 0.847, 1.640], [2.461, 2.549, 4.155], [-3.701, 1.672, 3.944], [-2.816, 3.042, 3.232], [-2.288, 2.349, 4.785], [-2.431, -1.013, 4.312], [-0.790, -1.419, 3.791], [-1.055, -0.263, 5.121], [-3.232, 0.827, 1.035], [-1.953, -0.364, 0.704], [-3.193, -0.708, 1.918], [-0.113, 2.633, 3.237], [1.612, -1.284, 3.544], [2.776, -0.431, 4.566], [1.063, -0.352, 4.953], [3.031, 1.707, 0.974], [3.872, 0.580, 2.052], [2.536, -0.008, 1.053], [2.608, 3.489, 3.606], [1.820, 2.746, 5.028], [3.441, 2.214, 4.529]], "atomic_forces_ev_per_a": [[0.10, 0.46, -0.75], [-0.32, -1.94, -0.93], [-0.13, 0.32, 0.84], [0.64, 0.09, -0.15], [0.08, 0.20, 0.51], [0.09, 0.20, -0.14], [0.01, -0.06, -0.05], [-0.24, 0.32, 0.39], [-0.33, 0.40, 0.09], [0.12, 0.04, -0.29], [0.19, 0.19, 0.27], [-0.16, -0.29, 0.07], [0.21, 0.70, -0.01], [0.27, -0.19, 0.10], [-0.27, -0.12, 0.08], [0.01, -0.17, -0.31], [-0.02, 0.01, 0.21], [-0.09, -0.21, -0.20], [-0.18, -0.01, 0.10], [0.07, -0.25, 0.09], [0.05, 0.07, 0.23], [-0.08, -0.26, 0.11], [0.07, 0.12, 0.17], [0.11, -0.04, -0.26], [1.14, -0.02, 6.92], [-0.20, 2.06, -1.60], [-0.71, 1.68, -1.61], [-0.49, -0.27, -0.20], [-0.55, 0.10, -0.11], [-0.48, -1.99, -1.30], [0.16, -1.70, -1.20], [0.23, 0.41, -0.16], [0.32, 0.07, -0.31], [0.10, 0.01, 0.20], [-0.30, -0.20, -0.07], [0.20, -0.02, -0.10], [-0.03, -0.05, 0.01], [0.22, 0.02, -0.14], [0.23, 0.14, -0.25], [-0.16, 0.08, 0.30], [0.28, 0.25, -0.15], [-0.31, 0.10, -0.06], [0.00, 0.01, -0.18], [0.08, -0.07, -0.07], [-0.25, -0.17, -0.21], [0.21, -0.08, 0.08], [0.03, -0.23, -0.01], [-0.16, -0.04, 0.27], [0.15, 0.07, 0.11], [-0.02, -0.10, 0.10], [-0.33, -0.31, -0.34], [0.17, 0.05, 0.26], [0.00, 0.21, 0.04], [0.07, 0.24, 0.49], [0.36, -0.22, -0.34], [-0.11, -0.10, 0.22], [0.17, 0.04, 0.13], [-0.02, 0.05, 0.06], [0.20, 0.17, 0.01], [0.00, -0.21, 0.17], [-0.13, 0.00, -0.22], [0.17, 0.16, -0.10], [-0.14, 0.24, 0.05], [-0.05, -0.12, -0.13], [0.07, -0.19, 0.00], [-0.08, 0.09, 0.08], [0.07, 0.15, -0.11], [-0.04, -0.23, -0.42], [-0.04, 0.17, 0.05], [-0.11, 0.04, -0.15], [0.15, -0.03, -0.11], [0.01, -0.22, 0.09], [-0.16, 0.10, -0.05], [0.00, 0.25, 0.01], [-0.02, -0.17, 0.16], [0.17, 0.01, -0.20], [-0.24, 0.15, -0.09]]}



{"formula": "C7H11N2O", "method": "ωB97M-V/def2-TZVPD", "e_homo_ev": -13.022, "mol_weight_g_mol": 139.18, "smiles": "C=NC[C@@H](O)[N+]1=CC=CC1", "charge": 1, "orbital_gap_ev": 8.7, "e_tot_ha": -457.69430, "e_lumo_ev": -4.311, "e_above_lowest_ev": 3.938, "species": ["C", "C", "C", "C", "C", "C", "C", "N", "N", "O", "H", "H", "H", "H", "H", "H", "H", "H", "H", "H", "H"], "positions_angstrom": [[-0.401, -2.474, 0.235], [-1.517, -2.112, 1.025], [0.029, -1.279, -0.552], [-1.775, -0.784, 0.777], [-0.948, 1.010, -0.809], [0.596, 1.663, 0.034], [2.843, 1.047, 0.891], [-1.031, -0.320, -0.243], [1.692, 0.750, 0.458], [-0.739, 0.956, -2.123], [-0.025, -3.460, 0.112], [-1.693, -2.649, 1.929], [0.404, -1.097, -1.627], [-2.626, -0.200, 1.052], [0.808, 2.246, -0.836], [-1.741, 1.780, -0.555], [0.269, 2.209, 0.970], [3.422, 0.173, 1.071], [3.129, 2.044, 0.892], [-1.616, 1.145, -2.591], [0.921, -0.649, -0.111]], "atomic_forces_ev_per_a": [[-1.28, 2.01, -0.66], [3.82, -1.39, -0.23], [-0.40, 0.79, -0.74], [-0.29, 1.78, -2.71], [2.27, 1.28, 3.81], [-1.17, -0.27, 0.49], [-2.24, -1.20, -1.35], [-0.94, -0.88, 1.25], [-2.42, -0.25, -1.13], [-1.42, 0.47, -2.54], [0.60, -0.43, 0.26], [-1.11, -0.45, 0.09], [-1.02, -1.35, 1.30], [-0.17, 0.37, 0.72], [0.87, 0.94, -0.04], [0.71, -1.46, 0.42], [0.05, -0.33, -1.41], [1.08, -0.10, 0.58], [1.15, 1.78, 0.51], [1.88, -0.40, 0.63], [0.03, -0.92, 0.75]]}



{"formula": "C19H24N4O4", "method": "ωB97M-V/def2-TZVPD", "e_homo_ev": -8.081, "mol_weight_g_mol": 372.43, "smiles": "CCOCCCNC(=O)CN1C(=O)N[C@@H](Cc2c[nH]c3ccccc23)C1=O", "charge": 0, "orbital_gap_ev": 8.6, "e_tot_ha": -1258.48637, "e_lumo_ev": 0.525, "e_above_lowest_ev": 0.775, "species": ["C", "C", "O", "C", "C", "H", "H", "C", "N", "C", "O", "C", "N", "C", "O", "C", "N", "C", "O", "H", "H", "C", "C", "C", "N", "C", "C", "C", "C", "C", "C", "H", "H", "H", "H", "H", "H", "H", "H", "H", "H", "H", "H", "H", "H", "H", "H", "H", "H", "H", "H"], "positions_angstrom": [[2.672, 2.161, -1.195], [3.159, 2.565, 0.193], [3.725, 1.521, 0.959], [4.942, 0.976, 0.477], [4.771, -0.369, -0.241], [4.051, -0.273, -1.053], [5.735, -0.659, -0.660], [4.287, -1.465, 0.712], [2.956, -1.170, 1.192], [1.893, -1.925, 0.873], [1.954, -2.999, 0.316], [0.548, -1.324, 1.316], [-0.410, -1.520, 0.260], [-0.193, -1.154, -1.030], [0.753, -0.528, -1.442], [-1.416, -1.616, -1.813], [-2.131, -2.372, -0.820], [-1.603, -2.245, 0.419], [-2.025, -2.658, 1.465], [-3.065, -2.717, -0.957], [-1.121, -2.244, -2.661], [-2.196, -0.378, -2.308], [-2.563, 0.486, -1.147], [-1.805, 1.482, -0.601], [-2.419, 1.982, 0.514], [-3.591, 1.311, 0.715], [-4.550, 1.449, 1.710], [-5.646, 0.617, 1.659], [-5.794, -0.328, 0.639], [-4.847, -0.469, -0.349], [-3.720, 0.352, -0.318], [-4.982, -1.195, -1.139], [-6.671, -0.958, 0.634], [-6.410, 0.693, 2.418], [-4.437, 2.183, 2.494], [-2.069, 2.730, 1.087], [-0.862, 1.870, -0.935], [-3.091, -0.705, -2.840], [-1.551, 0.168, -2.998], [0.167, -1.861, 2.190], [0.645, -0.259, 1.545], [2.834, -0.215, 1.504], [4.969, -1.547, 1.566], [4.240, -2.428, 0.198], [5.577, 0.830, 1.359], [5.438, 1.694, -0.186], [2.316, 2.912, 0.799], [3.883, 3.390, 0.106], [3.510, 1.935, -1.850], [2.115, 2.987, -1.630], [2.026, 1.287, -1.144]], "atomic_forces_ev_per_a": [[0.15, -0.06, 0.39], [-0.17, 0.27, -0.20], [-0.04, -0.18, 0.16], [0.25, -0.16, -0.22], [-0.16, 0.15, 0.42], [0.03, 0.00, -0.10], [0.06, 0.00, -0.04], [0.16, -0.12, -0.22], [0.20, 0.29, 0.26], [-0.21, 0.23, 0.32], [-0.11, -0.26, -0.19], [0.06, -0.12, -0.20], [0.16, -0.02, 0.26], [-0.34, -0.20, -0.04], [0.15, 0.10, -0.16], [-0.01, 0.13, -0.54], [-0.21, -0.23, -0.35], [0.05, -0.06, 0.15], [-0.10, -0.12, 0.32], [0.04, 0.03, 0.18], [0.10, 0.10, 0.12], [0.25, -0.03, 0.27], [0.15, 0.18, -0.19], [-0.03, -0.15, -0.33], [0.18, 0.30, 0.25], [-0.38, -0.41, -0.15], [-0.06, 0.04, 0.09], [0.04, 0.14, 0.12], [-0.13, -0.19, -0.12], [-0.02, 0.06, 0.05], [0.04, 0.37, 0.33], [-0.04, -0.08, -0.07], [-0.07, -0.05, -0.01], [-0.05, 0.02, 0.07], [-0.02, 0.06, 0.10], [-0.04, -0.09, -0.07], [0.19, 0.07, -0.05], [0.04, 0.00, -0.10], [-0.05, -0.06, -0.10], [0.09, 0.10, -0.08], [-0.01, -0.08, 0.03], [-0.25, -0.14, -0.09], [0.03, -0.07, -0.10], [0.05, 0.09, 0.14], [0.02, 0.04, -0.13], [-0.01, 0.03, 0.06], [0.09, 0.07, -0.09], [-0.09, -0.07, 0.09], [0.06, -0.03, -0.12], [-0.04, 0.12, -0.09], [-0.03, -0.03, -0.02]]}



{"formula": "C22H24MnN4O4S", "method": "ωB97M-V/def2-TZVPD", "e_homo_ev": [-10.720, -10.738], "mol_weight_g_mol": 495.46, "charge": 1, "orbital_gap_ev": [6.6, 7.1], "e_tot_ha": -2921.71825, "spin_multiplicity": 5, "e_lumo_ev": [-4.075, -3.671], "e_above_lowest_ev": 0.836, "species": ["Mn", "O", "C", "C", "C", "C", "C", "C", "C", "O", "N", "N", "C", "C", "C", "C", "C", "C", "C", "O", "H", "H", "H", "H", "H", "H", "H", "H", "H", "H", "N", "N", "H", "H", "H", "H", "C", "C", "C", "C", "C", "C", "C", "S", "C", "O", "H", "H", "H", "H", "H", "H", "H", "H", "H", "H"], "positions_angstrom": [[-0.317, -0.382, 0.224], [0.511, 1.293, -3.823], [-0.716, 1.843, -3.955], [-0.987, 2.463, -5.176], [-2.208, 3.058, -5.400], [-3.194, 3.051, -4.411], [-2.934, 2.441, -3.208], [-1.696, 1.826, -2.952], [-1.485, 1.192, -1.647], [-0.335, 0.551, -1.421], [-2.395, 1.276, -0.725], [-2.011, 0.563, 0.401], [-2.816, 0.556, 1.407], [-2.564, -0.133, 2.636], [-3.570, -0.147, 3.618], [-3.387, -0.812, 4.806], [-2.184, -1.482, 5.033], [-1.177, -1.483, 4.090], [-1.347, -0.799, 2.882], [-0.334, -0.782, 2.014], [0.565, 0.864, -2.955], [-0.211, 2.459, -5.929], [-2.399, 3.533, -6.353], [-4.152, 3.519, -4.587], [-3.683, 2.426, -2.430], [-3.749, 1.098, 1.283], [-4.499, 0.373, 3.419], [-4.164, -0.820, 5.557], [-2.036, -2.010, 5.966], [-0.244, -2.001, 4.267], [0.232, -2.262, -0.269], [-1.060, -2.260, -0.940], [0.993, -2.488, -0.927], [0.216, -2.871, 0.541], [-1.571, -3.124, -0.801], [-0.876, -2.140, -1.932], [2.589, 0.167, 3.857], [2.706, -0.020, 2.374], [2.255, 0.954, 1.490], [2.313, 0.756, 0.114], [2.842, -0.428, -0.390], [3.316, -1.405, 0.482], [3.245, -1.196, 1.847], [2.745, -0.729, -2.151], [4.476, -0.999, -2.506], [2.084, -2.077, -2.292], [2.338, 1.195, 4.111], [3.518, -0.096, 4.362], [1.802, -0.480, 4.252], [1.852, 1.884, 1.875], [1.949, 1.514, -0.569], [3.720, -2.331, 0.091], [3.613, -1.958, 2.524], [4.857, -1.834, -1.921], [5.022, -0.083, -2.283], [4.543, -1.223, -3.569]], "atomic_forces_ev_per_a": [[-0.35, 0.17, 0.63], [0.00, -0.01, -0.02], [0.03, 0.01, -0.03], [0.03, -0.02, 0.03], [-0.02, 0.00, 0.01], [0.02, 0.00, -0.02], [-0.01, 0.00, 0.02], [-0.05, -0.01, 0.00], [-0.15, 0.14, 0.14], [0.06, -0.12, -0.10], [0.07, -0.03, -0.16], [0.09, 0.30, -0.11], [0.09, -0.03, -0.01], [0.00, -0.01, 0.05], [0.03, -0.02, 0.01], [-0.06, 0.03, 0.01], [0.03, -0.03, 0.02], [-0.06, 0.06, -0.05], [0.04, -0.01, 0.10], [-0.07, -0.15, -0.17], [0.00, 0.01, 0.00], [0.00, 0.00, 0.00], [-0.01, 0.00, 0.01], [0.00, 0.00, -0.01], [0.01, -0.01, 0.00], [-0.01, 0.01, -0.01], [0.00, 0.00, 0.00], [0.00, 0.00, -0.01], [0.01, 0.00, -0.01], [0.01, 0.01, -0.01], [-0.05, -0.19, -0.41], [0.15, -0.07, 0.12], [0.12, 0.01, -0.04], [0.02, -0.05, 0.00], [0.10, -0.07, 0.04], [-0.05, 0.01, -0.03], [0.00, 0.00, 0.02], [0.03, -0.01, 0.00], [0.00, 0.08, -0.01], [-0.04, -0.03, -0.14], [0.01, -0.02, 0.10], [-0.01, -0.01, -0.09], [0.01, 0.01, 0.01], [0.03, -0.02, 0.01], [0.05, 0.05, -0.02], [-0.06, -0.01, 0.07], [0.00, 0.00, 0.00], [0.00, -0.01, -0.01], [0.00, 0.02, 0.01], [-0.01, -0.01, 0.02], [0.06, 0.05, 0.01], [-0.01, -0.01, 0.01], [0.00, 0.00, -0.01], [-0.04, -0.01, 0.03], [-0.01, -0.01, 0.00], [-0.01, 0.00, 0.00]]}



- Which formula does entry 1 have?
  C22H50CoP2Si2